The following is a quantum chemistry calculation of the molecule C5H10O, from the OMol25 dataset.

Structure (XYZ):
```
16
C5H10O | the OMol25 dataset | wB97M-V/def2-TZVPD
O -1.62 1.43 -0.77
C -0.74 -0.71 0.08
C -1.44 0.60 0.37
C 1.48 0.49 -0.70
C 0.69 -0.76 -0.39
C 0.35 -1.16 1.02
H 2.55 0.29 -0.72
H 1.31 1.28 0.04
H 0.62 -0.47 1.81
H 0.91 -1.59 -1.06
H 1.19 0.89 -1.69
H -1.38 -1.49 -0.33
H -0.89 1.15 1.14
H -0.86 2.01 -0.81
H 0.41 -2.21 1.30
H -2.44 0.40 0.78
```

For the total energy, the calculation gives -271.70966 Ha. The calculation puts the LUMO energy at 1.03 eV. As for the total charge: 0. As for the SMILES: C[C@H]1C[C@H]1CO. The calculation puts the HOMO energy at -10.036 eV. Its spin multiplicity is 1.

=====

The following is a quantum chemistry calculation of a structure of composition C39H37I2N4O7RuS in a non-equilibrium geometry, from the OMol25 dataset.

Structure (XYZ):
```
91
C39H37I2N4O7RuS | the OMol25 dataset | wB97M-V/def2-TZVPD
I 3.47 -8.33 -1.62
I 5.53 -3.61 1.30
Ru 1.22 -1.05 -0.25
S -0.35 -3.00 2.10
O 0.53 -2.65 3.19
O 0.69 2.92 -0.17
O 2.76 -2.36 0.08
O -1.36 -0.92 -1.34
O 2.61 0.36 0.96
O -0.33 -4.38 1.62
O -0.02 -2.05 0.92
N 0.10 0.75 -0.62
N 1.52 -1.97 -2.31
N 3.15 -0.50 -4.25
N -2.12 1.19 -1.04
C -3.54 5.52 -1.29
C -2.03 -2.53 2.48
C -1.65 2.29 -0.24
C -2.93 1.38 1.83
C 3.81 1.80 -4.15
C 2.55 2.21 -3.85
C 1.00 -1.24 -3.49
C 3.50 1.03 0.08
C -3.00 -3.01 1.59
C 3.22 0.18 2.21
C -2.06 3.54 3.28
C 3.30 -6.32 -1.08
C 1.04 -3.40 -2.09
C -3.02 4.46 -0.50
C -3.30 1.53 3.17
C -1.13 0.27 -1.03
C 4.08 0.46 -4.45
C 1.95 -0.09 -3.80
C 4.38 1.92 0.98
C 4.05 -4.36 0.11
C -6.08 -1.50 3.16
C -3.13 5.66 -2.61
C -2.10 4.87 -3.02
C -4.65 -1.96 2.94
C -1.73 3.38 1.99
C 4.19 -5.72 -0.21
C 3.00 -3.55 -0.45
C -2.80 2.60 3.90
C -0.17 2.08 -0.29
C -2.04 3.61 -0.98
C -2.33 -1.81 3.60
C -1.59 3.84 -2.26
C 1.61 1.26 -3.58
C 2.15 -4.18 -1.39
C -4.35 -2.69 1.82
C -3.70 -1.61 3.90
C 2.31 -5.53 -1.65
C 4.03 1.46 2.43
C -2.07 2.26 1.20
H -3.02 2.62 4.99
H -3.39 4.32 0.52
H -3.10 0.92 -1.11
H 4.06 0.24 -0.42
H 2.39 0.02 2.92
H -1.77 5.07 -4.03
H 2.93 1.59 -0.71
H 0.00 -0.88 -3.22
H -1.59 -1.45 4.31
H 2.51 -2.03 -2.39
H 5.04 -6.25 0.24
H -3.93 0.75 3.64
H 4.55 2.55 -4.29
H -0.79 3.18 -2.67
H -1.75 4.45 3.74
H 0.85 -3.89 -3.03
H -6.34 -0.82 2.37
H -6.14 -0.94 4.04
H 5.03 0.04 -4.84
H -1.06 4.17 1.57
H 4.88 1.17 3.06
H -6.83 -2.35 3.10
H 1.64 -5.98 -2.32
H 0.12 -3.39 -1.53
H -5.16 -3.03 1.16
H 5.41 1.83 0.73
H 4.12 2.99 0.85
H 3.89 -0.72 2.20
H -2.70 -3.69 0.79
H -3.59 6.43 -3.32
H -4.03 -1.11 4.80
H 2.29 3.28 -3.70
H 3.43 2.29 2.89
H 0.65 1.45 -3.19
H -4.35 6.08 -0.90
H -3.34 0.53 1.27
H 0.88 -1.96 -4.32
```

For the total energy, the calculation gives -3342.45845 Ha. The calculation puts the LUMO energy (spin up / spin down) at 0.44 / -1.53 eV. As for the total charge: 0. The calculation puts the HOMO energy (spin up / spin down) at -7.845 / -7.854 eV. Its spin multiplicity is 6.

=====

The following is a quantum chemistry calculation of the molecule C2H6N2OS in a non-equilibrium geometry, from the OMol25 dataset.

Structure (XYZ):
```
12
C2H6N2OS | the OMol25 dataset | wB97M-V/def2-TZVPD
S 1.75 -0.77 -0.12
O -1.91 0.37 -0.02
N 0.35 0.19 -0.18
N -1.03 -1.72 -0.03
C -0.94 -0.36 -0.09
C 0.51 1.62 -0.08
H 1.28 1.95 -0.76
H -0.28 -2.34 -0.37
H 1.90 -0.88 1.19
H -1.99 -2.06 -0.17
H -0.44 2.08 -0.31
H 0.79 1.92 0.95
```

For the total energy, the calculation gives -662.75693 Ha. The calculation puts the LUMO energy at 0.61 eV. As for the total charge: 0. As for the SMILES: CN(S)C(N)=O. The calculation puts the HOMO energy at -9.675 eV. Its spin multiplicity is 1.

=====

The following is a quantum chemistry calculation of the molecule C3H5NO2, from the OMol25 dataset.

Structure (XYZ):
```
11
C3H5NO2 | the OMol25 dataset | wB97M-V/def2-TZVPD
O 0.31 -0.99 -0.04
O 2.11 -2.28 0.55
N 0.26 1.17 -0.27
C 0.98 -2.16 0.19
C -1.16 1.25 0.02
C 1.09 0.13 -0.29
H -1.61 0.26 -0.04
H -1.33 1.66 1.03
H -1.65 1.91 -0.70
H 0.73 2.04 -0.47
H 0.28 -2.99 0.03
```

For the total energy, the calculation gives -322.48589 Ha. The calculation puts the LUMO energy at 0.81 eV. As for the total charge: 0. The calculation puts the HOMO energy at -9.080 eV. Its spin multiplicity is 1.

=====

The following is a quantum chemistry calculation of a structure of composition C33H96FN2O17Zr in a non-equilibrium geometry, from the OMol25 dataset.

Structure (XYZ):
```
150
C33H96FN2O17Zr | the OMol25 dataset | wB97M-V/def2-TZVPD
Zr 3.30 -0.51 -1.99
F 2.57 -1.82 -3.50
O 0.15 -2.85 4.17
O -3.38 -5.43 -3.03
O -2.57 -2.74 -5.85
O 1.97 4.07 -1.66
O -4.89 -1.03 5.00
O 0.38 -3.96 1.61
O -7.03 0.32 -0.51
O -7.15 0.38 -3.36
O -1.18 3.74 -5.98
O 3.59 1.84 -1.68
O -4.40 5.10 0.25
O -0.28 -0.06 5.00
O 1.32 0.40 -1.24
O 2.20 -2.16 -0.79
O 2.45 0.75 -4.03
O 4.25 -0.36 0.09
O -2.33 1.85 4.74
N 4.54 -0.30 1.45
N 0.05 -0.19 -0.81
C 5.75 -0.10 4.10
C -2.05 -1.37 -1.23
C -0.84 1.60 0.67
C -1.67 0.88 -2.40
C 4.81 2.61 -1.80
C -4.29 3.92 -0.54
C 1.33 -3.38 4.76
C -0.26 0.18 0.56
C 2.00 -3.55 -1.01
C 6.54 -1.87 1.44
C -2.49 -0.98 0.18
C -6.03 1.15 -3.72
C 0.98 0.55 5.17
C -2.29 2.86 -5.78
C -3.42 -1.63 -5.62
C -0.35 -1.11 -3.05
C 4.91 1.06 1.95
C 0.91 -0.13 1.51
C -1.36 -0.80 1.13
C 2.06 2.09 -4.28
C 0.57 4.02 -1.82
C -0.74 -4.48 0.92
C -4.48 -0.63 3.69
C 3.79 2.05 1.64
C -0.99 -0.41 -1.85
C -2.79 -4.33 -2.37
C 4.94 1.00 3.49
C 6.22 1.61 1.44
C 5.13 -1.56 2.00
C 4.28 -2.81 1.75
C -6.01 -0.61 -0.18
C 5.26 -1.46 3.54
C -2.70 3.16 4.35
H -5.16 0.95 -3.09
H 1.34 0.58 6.19
H 1.01 -3.82 -1.39
H -0.59 1.99 1.66
H -3.03 -0.05 -0.05
H 0.92 1.53 4.68
H 0.62 0.01 2.55
H -2.58 0.53 -2.88
H -1.88 -4.53 -1.80
H 0.04 -1.93 4.45
H 5.33 1.95 3.85
H -0.84 0.55 4.51
H -1.58 -2.33 -1.00
H -2.92 -1.37 -1.88
H -5.78 0.92 -4.76
H 1.16 -3.65 5.80
H 2.21 0.19 -4.77
H 0.41 -0.46 -3.48
H 1.72 -4.15 4.09
H 4.12 -3.12 0.72
H -1.13 4.31 -5.21
H -5.07 -0.24 5.51
H -3.03 -0.86 -6.30
H -1.70 -0.40 2.08
H 0.16 4.57 -0.96
H -2.14 3.52 3.48
H 7.09 0.95 1.51
H 0.26 4.55 -2.72
H -3.19 -1.28 -4.61
H -3.27 3.60 -0.78
H 2.66 -3.93 -1.80
H 3.94 0.91 3.92
H 6.66 2.47 1.97
H 6.82 -2.90 1.62
H 5.63 1.91 -1.67
H 4.85 3.30 -0.96
H 4.35 -1.74 4.08
H 4.13 3.06 1.88
H 2.87 1.89 2.20
H 0.24 2.99 -1.89
H -0.33 -4.94 0.02
H 3.27 -2.57 2.12
H 1.39 -1.11 1.52
H 5.85 -2.29 3.94
H -2.52 3.88 5.15
H -1.01 1.32 -3.15
H -7.24 0.82 0.29
H 1.05 2.32 -3.96
H 2.00 2.19 -5.37
H -2.66 -5.84 -3.52
H 0.11 -2.04 -2.72
H 2.80 2.78 -3.89
H -0.91 -1.79 1.25
H -6.47 -1.41 0.41
H 7.32 -1.24 1.87
H -3.05 2.85 -6.56
H 0.10 -3.74 2.51
H 4.63 -3.64 2.35
H -7.33 0.54 -2.43
H -4.43 -1.36 2.89
H -4.49 -1.80 -5.63
H -5.03 0.25 3.32
H 2.08 -2.58 4.65
H -2.91 1.62 5.48
H 2.28 4.98 -1.61
H 1.68 -1.98 0.01
H -3.23 -1.65 0.62
H -4.71 3.09 0.03
H -1.20 -5.29 1.50
H -3.50 -0.14 3.72
H -2.37 -2.88 -6.77
H 6.59 -1.61 0.38
H -0.47 2.26 -0.12
H -5.39 -0.20 0.63
H 5.67 -0.11 5.19
H 3.44 2.10 0.60
H -1.45 -3.69 0.71
H -3.47 -3.94 -1.62
H 2.33 -4.16 -0.17
H -2.75 3.17 -4.84
H 1.83 0.15 4.60
H 6.12 1.97 0.42
H -1.92 1.76 0.73
H 2.86 2.48 -1.59
H 6.81 -0.16 3.85
H 1.70 0.60 1.34
H -2.59 -3.49 -3.03
H -6.36 2.19 -3.69
H -4.78 4.03 -1.51
H -5.40 -0.92 -1.02
H -1.98 1.60 -1.65
H -3.75 3.24 4.08
H -0.95 -1.29 -3.94
H -2.01 1.80 -5.68
H -4.92 5.73 -0.24
H 4.80 3.09 -2.78
```

For the total energy, the calculation gives -2849.90793 Ha. The calculation puts the LUMO energy at -3.73 eV. As for the total charge: +1. The calculation puts the HOMO energy at -9.799 eV. Its spin multiplicity is 1.

=====

The following is a quantum chemistry calculation of a cluster of 9 separate species, C36H96N6O12 in total in a non-equilibrium geometry, from the OMol25 dataset.

Structure (XYZ):
```
150
C36H96N6O12 | the OMol25 dataset | wB97M-V/def2-TZVPD
O 18.95 -4.71 8.82
O 17.70 4.13 7.59
O 12.28 2.94 2.64
O 19.67 7.64 13.54
O 18.99 0.97 13.07
O 17.19 0.83 19.32
O 14.17 -1.83 12.44
O 12.02 2.58 7.38
O 14.59 1.22 10.87
O 13.65 -4.23 7.01
O 15.36 4.26 15.98
O 15.04 5.83 11.63
N 13.64 3.76 5.00
N 17.89 6.96 11.33
N 16.40 6.52 6.62
N 21.11 -3.02 7.97
N 11.85 -0.12 11.18
N 15.92 1.32 16.75
C 16.65 -0.03 10.43
C 18.17 -5.74 9.51
C 18.53 8.26 11.44
C 19.41 -1.28 12.58
C 13.80 4.43 3.69
C 17.28 5.72 5.80
C 15.84 1.90 15.46
C 17.32 4.24 6.21
C 18.70 6.37 5.91
C 11.86 -0.78 12.44
C 12.56 4.38 2.82
C 14.84 -4.23 7.78
C 17.21 0.61 20.68
C 19.02 -1.79 7.70
C 19.28 -3.54 9.53
C 14.77 -3.17 8.84
C 12.86 3.77 7.33
C 17.07 3.00 8.31
C 16.77 7.11 10.43
C 10.39 -1.27 12.69
C 14.75 5.45 15.56
C 14.60 -1.54 13.76
C 12.23 1.82 8.55
C 14.87 3.08 15.34
C 12.72 -2.02 12.35
C 16.86 0.22 16.96
C 11.34 2.66 1.71
C 15.81 5.90 10.46
C 12.83 4.48 5.98
C 15.84 1.02 11.33
C 18.87 8.44 14.39
C 19.35 -0.29 13.73
C 14.29 4.61 11.86
C 16.78 -0.23 18.42
C 19.97 -2.47 8.67
C 19.85 8.21 12.27
H 10.44 2.81 2.31
H 16.05 2.01 17.47
H 17.20 -5.43 9.91
H 16.46 5.04 10.36
H 20.33 9.19 12.28
H 14.49 -2.22 8.39
H 15.07 -5.20 8.20
H 20.07 -1.00 11.76
H 12.50 -2.72 13.16
H 17.88 9.09 11.72
H 15.99 2.93 8.18
H 11.61 -0.81 10.49
H 17.81 8.42 14.16
H 17.48 1.53 21.20
H 16.76 6.48 7.56
H 16.21 0.30 20.99
H 15.05 6.18 16.31
H 11.55 0.97 8.53
H 14.85 3.69 11.67
H 12.20 -0.10 13.23
H 20.29 -1.59 9.23
H 18.54 -6.09 10.47
H 13.97 5.49 3.89
H 18.64 -2.40 6.88
H 16.21 -1.02 10.51
H 17.32 2.93 9.37
H 18.16 -1.23 8.06
H 13.25 5.48 6.08
H 18.39 -1.36 12.21
H 16.37 1.97 11.33
H 11.78 4.36 5.71
H 15.53 6.03 6.73
H 14.07 0.44 11.09
H 19.19 9.48 14.37
H 17.61 6.60 12.23
H 11.62 4.84 3.15
H 12.92 4.82 1.89
H 18.89 8.48 10.44
H 11.05 0.49 11.18
H 17.48 -1.06 18.49
H 15.80 -2.99 9.15
H 14.86 3.24 14.26
H 14.23 -3.28 9.77
H 15.58 -1.07 13.88
H 15.07 5.80 14.58
H 14.64 3.98 3.16
H 16.10 7.93 10.67
H 15.75 -0.51 18.60
H 18.09 -6.61 8.85
H 13.66 5.44 15.52
H 19.14 1.63 13.75
H 20.68 -3.52 7.21
H 17.41 2.04 7.92
H 15.15 5.89 9.59
H 13.89 3.41 7.44
H 15.81 0.73 12.38
H 21.46 -3.84 8.45
H 15.69 -4.05 7.11
H 12.40 -2.56 11.45
H 19.43 5.94 5.23
H 13.27 2.84 4.79
H 15.38 1.16 14.80
H 13.99 -0.86 14.36
H 12.95 -4.69 7.47
H 18.46 -3.07 10.07
H 18.05 3.62 5.69
H 17.70 0.12 10.67
H 9.59 -0.73 12.18
H 11.21 3.19 0.76
H 12.66 4.52 8.08
H 16.96 7.36 9.38
H 18.64 7.40 5.56
H 16.99 5.78 4.76
H 11.39 1.58 1.60
H 19.58 -1.11 7.05
H 20.01 -3.81 10.29
H 20.53 7.54 11.74
H 12.02 2.41 9.44
H 19.09 6.42 6.92
H 13.93 2.76 15.79
H 10.19 -2.24 12.24
H 13.92 4.71 12.88
H 14.69 -2.49 14.28
H 16.53 -0.59 16.31
H 13.29 1.59 8.69
H 18.91 8.21 15.45
H 16.37 3.74 6.02
H 10.19 -1.21 13.76
H 16.48 0.10 9.36
H 16.85 2.10 15.10
H 19.77 -2.25 12.91
H 20.37 -0.28 14.12
H 13.36 4.57 11.30
H 17.90 -0.10 21.14
H 18.56 -0.54 14.44
H 17.88 0.52 16.72
```

For the total energy, the calculation gives -2660.25992 Ha. The calculation puts the LUMO energy at 0.41 eV. As for the total charge: 0. As for the SMILES: COC[C@H](C)N.COC[C@H](C)N.COC[C@H](C)N.COCCNCCOC.COCCNCCOC.COCCNCCOC.CCO.CCO.CCO. The calculation puts the HOMO energy at -8.516 eV. Its spin multiplicity is 1.

=====

The following is a quantum chemistry calculation of the molecule C6H10O, from the OMol25 dataset.

Structure (XYZ):
```
17
C6H10O | the OMol25 dataset | wB97M-V/def2-TZVPD
O 0.78 -1.43 -0.45
C 0.39 1.56 -0.24
C 1.47 0.88 0.13
C -0.62 -1.50 -0.25
C -1.02 1.03 -0.44
C 1.61 -0.61 0.34
C -1.31 -0.27 0.32
H -2.39 -0.47 0.30
H 1.52 -0.86 1.40
H -1.26 0.90 -1.51
H -1.04 -0.14 1.38
H -1.71 1.80 -0.07
H 2.62 -0.91 0.00
H -0.89 -2.38 0.37
H 0.49 2.64 -0.36
H 2.39 1.45 0.32
H -1.04 -1.69 -1.25
```

For the total energy, the calculation gives -309.81518 Ha. The calculation puts the LUMO energy at 1.05 eV. As for the total charge: 0. As for the SMILES: C1=CCOCCC1. The calculation puts the HOMO energy at -9.282 eV. Its spin multiplicity is 1.